Entry 1:
DFT (the ωB97M-V functional and the def2-TZVPD basis) results for a molecular structure, C18H41CeO2P3.

frontier orbital gap (alpha / beta)	0.121 / 0.121	Eh
E_tot	-64174.518	eV
total charge	+4
strongest force on any atom	0.089	Eh/bohr
HOMO level (alpha / beta)	-20.090 / -20.091	eV

Each line ends with the Löwdin charge.
Positions of all 65 atoms, in Å:
Ce (0.621, -0.101, 1.209)  0.947
P (-0.796, -2.757, 0.907)  0.749
P (2.141, -1.825, -0.615)  0.769
P (-2.329, 0.126, 1.380)  0.764
H (2.232, 5.324, -3.894)  0.117
C (1.876, 5.946, -3.064)  0.098
C (2.444, 6.026, -1.848)  0.113
H (3.459, 5.740, -1.550)  0.128
C (-1.650, -2.979, -0.704)  -0.217
C (0.278, -4.236, 0.950)  -0.237
C (-2.078, -3.335, 2.090)  -0.219
C (3.229, -0.422, -1.134)  -0.237
C (3.390, -3.099, -0.234)  -0.214
C (1.463, -2.329, -2.261)  -0.222
C (-2.288, 1.964, 1.367)  -0.247
C (-3.494, -0.166, 2.756)  -0.225
C (-3.363, -0.212, -0.117)  -0.231
H (0.993, 6.582, -3.296)  0.126
H (1.867, 6.554, -1.073)  0.102
H (-2.039, -3.995, -0.738)  0.080
H (-0.941, -2.816, -1.519)  0.019
H (-2.468, -2.265, -0.807)  0.009
H (-0.375, -5.114, 0.903)  0.084
H (0.839, -4.262, 1.891)  0.052
H (0.973, -4.268, 0.106)  0.022
H (-2.845, -3.887, 1.534)  0.079
H (-2.545, -2.497, 2.625)  0.008
H (-1.614, -4.010, 2.820)  0.066
H (4.081, -0.843, -1.662)  0.077
H (3.578, 0.119, -0.245)  0.054
H (2.682, 0.267, -1.784)  0.037
H (3.800, -3.536, -1.154)  0.085
H (2.948, -3.887, 0.388)  0.039
H (4.201, -2.633, 0.342)  0.071
H (2.298, -2.542, -2.945)  0.081
H (0.864, -1.492, -2.653)  0.042
H (0.815, -3.217, -2.189)  0.048
H (-3.273, 2.314, 1.698)  0.072
H (-2.060, 2.361, 0.365)  0.047
H (-1.522, 2.333, 2.070)  0.056
H (-4.088, 0.747, 2.926)  0.073
H (-2.915, -0.384, 3.671)  0.058
H (-4.174, -1.013, 2.561)  0.074
H (-4.109, 0.583, -0.231)  0.077
H (-3.879, -1.180, -0.026)  0.063
H (-2.712, -0.231, -1.001)  0.034
C (0.782, 2.507, -1.007)  -0.293
C (0.287, 2.146, -2.262)  0.127
C (-0.359, 3.073, -3.078)  0.060
C (-0.579, 4.372, -2.559)  0.111
C (0.075, 4.751, -1.352)  -0.003
C (0.879, 3.860, -0.657)  0.004
O (0.962, 1.593, -0.063)  -0.290
H (-0.309, -0.334, -0.600)  -0.005
H (0.290, 1.068, -2.406)  0.132
H (-0.656, 2.774, -4.085)  0.155
H (-1.106, 5.204, -3.081)  0.174
H (0.114, 5.820, -1.004)  0.156
H (1.505, 4.091, 0.238)  0.172
C (0.477, -2.294, 4.123)  -0.036
O (1.185, -1.338, 3.297)  -0.268
H (0.865, -2.251, 5.133)  0.123
H (0.599, -3.294, 3.722)  0.081
H (-0.579, -2.041, 4.124)  0.089
H (2.053, -1.162, 3.703)  0.136

Entry 2:
DFT (the ωB97M-V functional and the def2-TZVPD basis) results for 5 unconnected molecules or ions with the total composition C28H64BrNO15.

frontier orbital gap	0.292	Eh
SMILES	NCCCOC(=O)OBr.COCCOCCOC.COCCOCCOC.COCCOCCOC.COCCOCCOC
E_tot	-132307.981	eV
strongest force on any atom	0.069	Eh/bohr
HOMO level	-8.945	eV

Each line ends with the Löwdin charge.
Positions of all 109 atoms, in Å:
N (3.291, 0.100, 1.008)  -0.047
C (2.113, 0.789, 0.344)  -0.265
C (0.995, 1.085, 1.462)  -0.159
C (-0.338, 1.750, 0.890)  -0.152
O (-1.441, 1.331, 1.742)  -0.010
C (-2.341, 0.506, 1.075)  -0.567
O (-2.077, -0.292, 0.170)  -0.016
O (-3.698, 0.584, 1.554)  -0.466
Br (-4.497, -1.029, 1.089)  0.885
H (3.070, 0.170, 2.019)  0.050
H (3.253, -0.916, 0.827)  0.062
H (1.721, 0.119, -0.501)  0.120
H (2.547, 1.755, -0.098)  0.114
H (0.812, 0.118, 2.055)  0.124
H (1.453, 1.824, 2.215)  0.116
H (-0.507, 1.604, -0.221)  0.127
H (-0.227, 2.882, 1.046)  0.141
C (0.259, -0.953, 5.535)  -0.109
O (1.163, 0.135, 5.598)  -0.203
C (0.540, 1.408, 5.696)  -0.184
C (1.079, 2.231, 6.867)  -0.172
O (0.841, 1.720, 8.176)  -0.118
C (1.461, 0.489, 8.538)  -0.174
C (2.989, 0.471, 8.587)  -0.187
O (3.574, 0.678, 7.309)  -0.201
C (4.570, 1.684, 7.279)  -0.111
H (0.068, -1.217, 4.488)  0.080
H (0.726, -1.810, 6.027)  0.088
H (-0.684, -0.748, 6.050)  0.087
H (-0.549, 1.326, 5.774)  0.123
H (0.766, 1.945, 4.769)  0.114
H (0.572, 3.201, 6.838)  0.128
H (2.136, 2.460, 6.736)  0.103
H (1.078, -0.324, 7.919)  0.103
H (1.103, 0.272, 9.549)  0.127
H (3.314, -0.516, 8.934)  0.125
H (3.333, 1.215, 9.314)  0.120
H (4.399, 2.465, 8.026)  0.087
H (4.545, 2.155, 6.294)  0.086
H (5.557, 1.233, 7.424)  0.087
C (-2.475, 3.368, -6.790)  -0.115
O (-1.799, 2.158, -6.506)  -0.197
C (-0.385, 2.281, -6.427)  -0.178
C (0.176, 1.697, -5.127)  -0.165
O (-0.216, 2.338, -3.914)  -0.122
C (-1.592, 2.288, -3.544)  -0.176
C (-2.178, 0.908, -3.243)  -0.186
O (-2.198, 0.069, -4.388)  -0.195
C (-1.635, -1.214, -4.181)  -0.106
H (-2.648, 3.451, -7.869)  0.086
H (-3.444, 3.342, -6.286)  0.086
H (-1.936, 4.248, -6.426)  0.086
H (-0.058, 3.320, -6.536)  0.121
H (0.031, 1.713, -7.265)  0.119
H (1.265, 1.800, -5.171)  0.119
H (-0.004, 0.625, -5.064)  0.106
H (-2.200, 2.823, -4.274)  0.103
H (-1.664, 2.877, -2.623)  0.122
H (-3.217, 1.035, -2.918)  0.129
H (-1.619, 0.454, -2.417)  0.101
H (-0.850, -1.208, -3.418)  0.087
H (-1.184, -1.541, -5.121)  0.086
H (-2.421, -1.924, -3.907)  0.087
C (4.837, 4.436, -8.570)  -0.112
O (5.368, 3.201, -8.129)  -0.198
C (5.016, 2.855, -6.797)  -0.184
C (4.414, 1.452, -6.697)  -0.171
O (3.170, 1.237, -7.361)  -0.132
C (3.153, 1.333, -8.783)  -0.175
C (3.984, 0.310, -9.557)  -0.185
O (5.377, 0.451, -9.316)  -0.200
C (6.033, -0.753, -8.961)  -0.111
H (5.570, 5.234, -8.409)  0.087
H (4.642, 4.357, -9.643)  0.086
H (3.892, 4.688, -8.080)  0.086
H (4.328, 3.583, -6.355)  0.119
H (5.940, 2.871, -6.209)  0.126
H (4.212, 1.264, -5.637)  0.126
H (5.135, 0.690, -6.988)  0.103
H (3.391, 2.351, -9.097)  0.104
H (2.107, 1.183, -9.069)  0.123
H (3.825, 0.473, -10.629)  0.126
H (3.631, -0.698, -9.312)  0.121
H (5.371, -1.452, -8.440)  0.087
H (6.853, -0.504, -8.285)  0.087
H (6.450, -1.225, -9.856)  0.087
C (-7.116, -6.659, 5.838)  -0.113
O (-6.554, -5.424, 6.240)  -0.198
C (-5.438, -5.545, 7.112)  -0.186
C (-4.223, -4.757, 6.619)  -0.173
O (-3.640, -5.178, 5.387)  -0.119
C (-4.417, -5.048, 4.199)  -0.173
C (-4.795, -3.630, 3.771)  -0.214
O (-5.658, -2.997, 4.704)  -0.198
C (-5.238, -1.704, 5.105)  -0.110
H (-7.948, -6.921, 6.500)  0.087
H (-7.506, -6.539, 4.824)  0.086
H (-6.382, -7.470, 5.817)  0.087
H (-5.158, -6.591, 7.273)  0.120
H (-5.743, -5.130, 8.078)  0.125
H (-3.435, -4.881, 7.369)  0.127
H (-4.428, -3.688, 6.595)  0.102
H (-5.296, -5.691, 4.249)  0.103
H (-3.798, -5.471, 3.402)  0.128
H (-5.335, -3.686, 2.819)  0.110
H (-3.881, -3.049, 3.608)  0.103
H (-4.150, -1.591, 5.076)  0.084
H (-5.563, -1.548, 6.135)  0.087
H (-5.712, -0.948, 4.472)  0.082

Entry 3:
DFT (the ωB97M-V functional and the def2-TZVPD basis) results for C4H12N2 in the gas phase.

relative energy (zero: lowest compared OMol25 entry of this formula, charge and spin)	74.9	kJ/mol
frontier orbital gap	0.362	Eh
SMILES	CNCCCN
E_tot	-7322.252	eV
strongest force on any atom	0.023	Eh/bohr
HOMO level	-8.772	eV

Each line ends with the Löwdin charge.
Positions of all 18 atoms, in Å:
C (2.809, -0.629, -0.498)  -0.144
N (1.450, -0.867, -0.029)  -0.144
C (0.496, 0.089, -0.583)  -0.258
C (-0.965, -0.388, -0.409)  -0.205
C (-1.658, 0.139, 0.829)  -0.293
N (-2.304, 1.440, 0.545)  -0.015
H (3.478, -1.275, 0.073)  0.077
H (2.841, -0.937, -1.535)  0.071
H (3.092, 0.423, -0.405)  0.073
H (1.422, -0.846, 0.982)  0.097
H (0.590, 1.074, -0.134)  0.105
H (0.675, 0.121, -1.661)  0.113
H (-0.912, -1.472, -0.430)  0.102
H (-1.506, -0.123, -1.321)  0.104
H (-0.910, 0.252, 1.607)  0.097
H (-2.422, -0.554, 1.162)  0.104
H (-1.599, 2.175, 0.605)  0.059
H (-2.942, 1.690, 1.294)  0.056

Entry 4:
DFT (the ωB97M-V functional and the def2-TZVPD basis) results for a molecular structure, C39H32IN5O3SbTi.

relative energy (zero: lowest compared OMol25 entry of this formula, charge and spin)	0.0	kJ/mol
frontier orbital gap	0.266	Eh
E_tot	-92305.533	eV
total charge	+1
strongest force on any atom	0.044	Eh/bohr
HOMO level	-11.007	eV

Each line ends with the Löwdin charge.
Positions of all 82 atoms, in Å:
Ti (-0.627, 0.415, 0.336)  1.072
C (-2.045, 3.485, -2.032)  -0.003
C (-2.881, 2.320, -1.570)  -0.301
C (-3.850, 1.696, -2.331)  -0.003
C (-4.557, 0.586, -1.790)  -0.018
C (-4.354, 0.254, -0.447)  -0.085
C (-3.412, 1.013, 0.274)  -0.485
N (-2.555, 1.801, -0.355)  -0.012
Sb (-3.211, 1.026, 2.479)  1.530
C (-1.572, 2.485, 2.237)  -0.402
C (-1.727, 3.727, 2.853)  -0.094
C (-0.711, 4.703, 2.712)  -0.017
C (0.422, 4.370, 1.972)  -0.007
C (0.580, 3.085, 1.434)  -0.288
C (1.850, 2.707, 0.737)  -0.018
N (-0.441, 2.198, 1.475)  -0.042
C (-1.785, -0.194, 3.679)  -0.470
C (-2.152, -1.394, 4.305)  -0.103
C (-1.169, -2.078, 5.063)  -0.034
C (0.139, -1.573, 5.077)  -0.025
C (0.411, -0.425, 4.317)  -0.324
C (1.787, 0.135, 4.145)  -0.017
N (-0.542, 0.219, 3.634)  0.053
H (-1.899, 3.447, -3.116)  0.085
H (-1.077, 3.475, -1.516)  0.076
H (-2.559, 4.410, -1.794)  0.088
H (-4.006, 2.043, -3.346)  0.123
H (-5.269, 0.046, -2.415)  0.118
H (-4.872, -0.587, 0.028)  0.114
H (-2.641, 3.914, 3.427)  0.096
H (-0.807, 5.697, 3.159)  0.121
H (1.226, 5.088, 1.831)  0.121
H (2.648, 3.398, 0.999)  0.092
H (1.698, 2.707, -0.350)  0.083
H (2.114, 1.683, 1.028)  0.060
H (-3.176, -1.794, 4.185)  0.106
H (-1.429, -2.974, 5.617)  0.111
H (0.942, -2.050, 5.601)  0.108
H (2.530, -0.645, 4.242)  0.074
H (1.975, 0.902, 4.900)  0.090
H (1.864, 0.615, 3.158)  0.061
N (0.965, -0.410, 0.694)  0.061
C (1.698, -1.379, 0.310)  -0.230
C (2.289, -2.364, 1.249)  -0.162
C (3.642, -2.699, 1.040)  -0.014
C (4.350, -3.477, 1.959)  -0.053
C (3.687, -4.006, 3.077)  -0.060
C (2.340, -3.718, 3.282)  -0.066
C (1.636, -2.932, 2.360)  -0.013
C (2.063, -1.616, -1.128)  -0.169
C (2.469, -0.613, -2.027)  -0.027
C (2.629, -0.888, -3.396)  -0.076
C (2.377, -2.150, -3.903)  -0.058
C (1.929, -3.163, -3.031)  -0.050
C (1.819, -2.905, -1.672)  -0.011
H (4.148, -2.315, 0.161)  0.119
H (5.410, -3.663, 1.801)  0.110
H (4.225, -4.659, 3.775)  0.115
H (1.802, -4.086, 4.141)  0.103
H (0.565, -2.774, 2.487)  0.100
H (2.718, 0.377, -1.653)  0.116
H (2.974, -0.081, -4.040)  0.111
H (2.546, -2.365, -4.959)  0.113
H (1.669, -4.156, -3.406)  0.114
H (1.478, -3.693, -1.002)  0.128
O (-1.597, -3.710, 0.965)  0.094
C (-1.673, -2.522, 0.972)  -0.445
N (-1.711, -1.304, 0.950)  -0.011
I (-1.335, 0.940, -8.361)  0.919
C (-1.041, 0.692, -6.323)  -0.728
C (-1.796, -0.255, -5.603)  -0.129
C (-1.616, -0.387, -4.242)  -0.008
C (-0.679, 0.430, -3.598)  -0.140
C (0.102, 1.353, -4.300)  -0.023
C (-0.062, 1.458, -5.671)  -0.136
C (-0.547, 0.326, -2.118)  -0.538
O (-1.084, -0.596, -1.435)  -0.044
O (0.094, 1.240, -1.464)  -0.108
H (-2.555, -0.849, -6.096)  0.100
H (-2.208, -1.106, -3.663)  0.134
H (0.837, 1.953, -3.763)  0.129
H (0.586, 2.134, -6.213)  0.099